[1]
C5H10O2 | ωB97M-V/def2-TZVPD

Structure (XYZ):
```
17
Properties=species:S:1:pos:R:3:mulliken_charge:R:1
C -0.347 -2.038 -0.931 -0.888
H 0.743 1.310 -1.704 0.257
H 0.270 -1.560 -1.689 0.239
H 0.787 -0.786 2.545 0.388
H 1.491 2.613 -0.733 0.357
O 1.186 0.443 0.838 -0.359
C -0.829 -0.427 1.141 -0.450
H -0.046 2.009 1.189 0.230
H -0.315 -3.121 -0.968 0.379
H -1.381 -1.696 -1.060 0.215
C 0.196 1.320 0.359 0.590
C 0.580 2.033 -0.901 -1.305
C 0.413 -0.419 1.615 -0.319
H -1.646 -1.115 1.300 0.468
H 0.092 -1.774 0.030 0.164
O -0.962 0.498 0.145 -0.306
H -0.233 2.710 -1.178 0.339
```

As for the energy relative to the best compared isomer or geometry (same formula, charge and spin): 69.81 kcal per mole. The multiplicity is 1. The SMILES is CC1OC=CO1.C. The value obtained for the HOMO-LUMO gap is 0.345 hartree. For the total energy, the calculation gives -346.914178 a.u.

---

[2]
C5H10O2 | ωB97M-V/def2-TZVPD

Structure (XYZ):
```
17
Properties=species:S:1:pos:R:3:mulliken_charge:R:1
H -1.379 -0.902 2.307 0.342
C -0.794 -1.291 1.487 -1.489
H 1.014 1.569 -1.108 0.342
C -0.986 0.665 -0.795 -0.124
H -0.890 2.510 -0.803 0.320
O 2.345 -0.401 0.106 -0.535
H -1.224 -1.969 0.831 0.414
O -1.564 1.844 -0.642 -0.509
H -1.647 -0.082 -1.139 0.424
H -0.006 -1.977 1.820 0.371
H 0.345 0.437 -2.358 0.272
H 0.050 0.712 1.561 0.181
C 0.441 0.607 -1.283 -0.833
C -0.127 -0.185 0.775 0.173
H 2.711 0.444 0.077 0.271
C 0.900 -0.427 -0.278 0.165
H 0.808 -1.552 -0.557 0.214
```

As for the energy relative to the best compared isomer or geometry (same formula, charge and spin): 92.20 kcal per mole. The multiplicity is 1. The value obtained for the HOMO-LUMO gap is 0.326 hartree. For the total energy, the calculation gives -346.878495 a.u.

---

[3]
C5H10O2 | ωB97M-V/def2-TZVPD

Structure (XYZ):
```
17
Properties=species:S:1:pos:R:3:mulliken_charge:R:1
O -0.597 -0.944 -0.421 -0.341
C 0.089 0.237 -0.745 0.045
H -1.619 -1.192 -2.240 0.273
C 0.961 0.874 0.300 -0.077
H 1.839 1.387 -0.090 0.361
O 2.004 -1.013 1.357 -0.534
H -2.395 -1.816 -0.743 0.253
H 1.666 0.743 2.321 0.356
H -1.137 1.345 0.704 0.258
C -0.366 1.489 -0.062 -0.828
H -0.429 2.442 -0.573 0.277
H 1.538 -1.551 0.700 0.353
H 0.187 -0.197 1.983 0.254
C -1.815 -0.993 -1.168 -0.780
C 1.165 0.112 1.582 -0.576
H 0.504 0.208 -1.765 0.375
H -2.383 -0.046 -1.092 0.331
```

As for the energy relative to the best compared isomer or geometry (same formula, charge and spin): 59.39 kcal per mole. The multiplicity is 1. The SMILES is CO[C@H]1C[C@H]1CO. The value obtained for the HOMO-LUMO gap is 0.403 hartree. For the total energy, the calculation gives -346.930790 a.u.

---

[4]
C5H10O2 | ωB97M-V/def2-TZVPD

Structure (XYZ):
```
17
Properties=species:S:1:pos:R:3:mulliken_charge:R:1
C -0.412 -1.097 -0.743 -0.688
H -1.844 2.007 -0.226 0.276
O 3.396 0.066 -0.087 -0.616
C -1.585 -0.109 -0.567 -0.116
H -0.746 -2.100 -0.632 0.298
C 0.152 0.969 0.570 -0.585
H 1.088 1.209 0.141 0.238
C -0.123 -0.549 0.650 0.050
H 4.005 -0.660 0.220 0.316
C -1.009 1.287 -0.498 -0.645
O -1.567 -0.544 0.858 -0.496
H -0.655 1.649 -1.469 0.281
H 0.313 -0.986 -1.528 0.272
H -0.034 1.467 1.558 0.296
H 3.164 -0.300 -0.934 0.309
H -2.557 -0.236 -1.092 0.431
H 0.490 -1.226 1.317 0.380
```

As for the energy relative to the best compared isomer or geometry (same formula, charge and spin): 64.55 kcal per mole. The multiplicity is 1. The value obtained for the HOMO-LUMO gap is 0.375 hartree. For the total energy, the calculation gives -346.922570 a.u.

---

[5]
C5H10O2 | ωB97M-V/def2-TZVPD

Structure (XYZ):
```
17
Properties=species:S:1:pos:R:3:mulliken_charge:R:1
H 0.466 0.892 -0.889 0.376
H -1.978 -1.916 -0.813 0.369
H -1.681 1.002 0.192 0.297
C 2.590 0.309 0.233 -0.712
H 2.120 2.249 0.953 0.351
H -3.082 -0.027 0.582 0.326
C -0.255 -1.283 0.386 -0.423
C -2.308 0.180 -0.165 -1.167
H -2.801 0.495 -1.090 0.283
H 0.049 -0.542 1.123 0.250
H 0.115 -2.292 0.555 0.268
C 1.862 1.425 0.291 -0.008
H 2.343 -0.502 -0.447 0.269
C -1.469 -1.048 -0.392 0.280
H 3.462 0.197 0.865 0.245
O -0.174 -0.841 -0.972 -0.506
O 0.740 1.702 -0.412 -0.498
```

As for the energy relative to the best compared isomer or geometry (same formula, charge and spin): 64.99 kcal per mole. The multiplicity is 1. The SMILES is C[C@@H]1CO1.C=CO. The value obtained for the HOMO-LUMO gap is 0.361 hartree. For the total energy, the calculation gives -346.921863 a.u.

---

[6]
C5H10O2 | ωB97M-V/def2-TZVPD

Structure (XYZ):
```
17
Properties=species:S:1:pos:R:3:mulliken_charge:R:1
C 1.432 -0.782 0.348 -0.131
C -0.151 0.836 -0.459 0.024
C -2.517 1.413 0.460 -1.319
O 1.160 0.495 -0.225 -0.377
H -2.494 2.083 1.327 0.334
H -3.422 0.799 0.523 0.297
H -0.167 1.734 -1.079 0.372
H 1.967 -0.613 1.291 0.282
H -1.102 -0.062 1.304 0.334
H 0.503 -1.317 0.567 0.269
H 1.712 -1.787 -1.536 0.290
H 2.555 -2.554 -0.170 0.349
C -1.289 0.545 0.415 0.276
O -1.068 -0.166 -0.820 -0.448
H 3.191 -1.051 -0.880 0.283
H -2.586 2.020 -0.447 0.330
C 2.276 -1.594 -0.618 -1.163
```

As for the energy relative to the best compared isomer or geometry (same formula, charge and spin): 53.23 kcal per mole. The multiplicity is 1. The SMILES is CCO[C@H]1O[C@@H]1C. The value obtained for the HOMO-LUMO gap is 0.393 hartree. For the total energy, the calculation gives -346.940599 a.u.

---

[7]
C5H10O2 | ωB97M-V/def2-TZVPD

Structure (XYZ):
```
17
Properties=species:S:1:pos:R:3:mulliken_charge:R:1
C -0.182 -0.138 0.805 0.419
H -1.333 -2.837 0.031 -0.207
H -0.964 2.771 0.765 0.220
H -1.572 -3.195 -0.580 0.201
H 0.774 -1.772 1.036 0.319
C 1.484 -0.295 -1.112 -1.285
O 0.314 1.711 -0.481 -0.412
H 2.209 0.291 -1.683 0.338
H 1.746 0.816 0.717 0.178
H -1.697 2.105 -0.707 0.250
C 0.924 0.542 0.032 0.297
C -0.980 1.895 0.098 -0.423
O -0.010 -1.342 1.404 -0.513
H 0.676 -0.600 -1.785 0.302
H 2.001 -1.191 -0.744 0.411
C -1.272 0.620 0.834 -0.521
H -2.211 0.386 1.319 0.427
```

As for the energy relative to the best compared isomer or geometry (same formula, charge and spin): 63.06 kcal per mole. The multiplicity is 1. The SMILES is C[C@H]1OCC=C1O.[H][H]. The value obtained for the HOMO-LUMO gap is 0.352 hartree. For the total energy, the calculation gives -346.924936 a.u.

---

[8]
C5H10O2 | ωB97M-V/def2-TZVPD

Structure (XYZ):
```
17
Properties=species:S:1:pos:R:3:mulliken_charge:R:1
H 1.149 1.781 1.325 0.282
O -0.479 0.965 2.366 -0.397
H -1.570 -0.760 1.928 0.247
O -1.126 -1.194 -1.550 -0.506
C 0.204 -0.157 0.637 0.181
H 1.481 0.413 -0.988 0.338
H 0.618 -1.046 -2.723 0.205
C -0.147 -0.424 -2.200 -0.361
H -0.710 -0.009 -3.082 0.242
C 0.403 0.353 -0.872 -0.817
H 0.582 -1.174 0.821 0.427
C -1.117 0.101 1.416 -0.456
H 1.539 0.420 2.410 0.257
C 0.785 0.822 1.715 -0.511
H -0.047 1.344 -0.875 0.311
H -1.889 0.626 0.847 0.250
H -0.653 -1.893 -1.101 0.308
```

As for the energy relative to the best compared isomer or geometry (same formula, charge and spin): 83.23 kcal per mole. The multiplicity is 1. The SMILES is OCCC1COC1. The value obtained for the HOMO-LUMO gap is 0.383 hartree. For the total energy, the calculation gives -346.892804 a.u.